No. 1
C34H38N2S | the ωB97M-V functional and the def2-TZVPD basis

LUMO ... -0.06002 Eh
HOMO energy ... -5.0 eV
Multiplicity ... 1
Orbital gap ... 3.40 eV
Net charge ... 0
Maximum force ... 2.4 eV/A

Element x y z (Å)
C (5.78158, -3.82903, -0.65691)
C (7.01222, -3.17214, -0.03778)
N (7.00424, -1.70907, -0.22912)
C (8.32682, -1.06949, -0.33508)
C (8.31498, 0.34138, 0.24388)
C (7.16527, 1.16634, -0.35735)
C (5.84768, 0.43844, -0.33888)
C (5.81876, -0.97622, -0.28696)
C (4.57855, -1.65059, -0.27118)
C (3.41914, -0.92544, -0.30322)
C (3.41967, 0.48305, -0.31515)
C (2.19196, 1.17742, -0.11625)
C (0.96927, 0.52421, -0.18513)
C (-0.16191, 0.92235, 0.49327)
C (-1.37588, 0.18477, 0.52466)
C (-1.61951, -0.89533, -0.34884)
C (-2.78707, -1.61526, -0.29280)
C (-3.76421, -1.28754, 0.67649)
N (-4.95573, -2.01033, 0.74660)
C (-5.22338, -3.17034, -0.12193)
C (-4.51758, -3.03600, -1.46725)
C (-3.02396, -2.74114, -1.26382)
C (-6.04249, -1.64509, 1.67170)
C (-5.49915, -1.03503, 2.95771)
C (-4.53109, 0.11698, 2.64598)
C (-3.52354, -0.22716, 1.58149)
C (-2.35612, 0.49142, 1.48694)
C (4.66531, 1.14386, -0.34695)
C (4.50325, -3.14698, -0.15794)
H (5.83441, -3.73021, -1.74855)
H (5.76145, -4.90865, -0.44437)
H (7.04059, -3.36553, 1.03939)
H (7.93423, -3.58657, -0.46154)
H (9.07481, -1.69782, 0.16355)
H (8.59265, -1.04052, -1.39606)
H (8.19029, 0.28096, 1.33239)
H (9.28358, 0.83573, 0.07547)
H (7.06173, 2.11984, 0.17698)
H (7.40973, 1.42508, -1.39511)
H (2.49190, -1.46350, -0.22704)
H (2.22662, 2.18089, 0.27320)
H (0.93505, -0.41531, -0.70670)
H (-0.07724, 1.77568, 1.14271)
H (-0.89300, -1.15839, -1.09608)
H (-4.87682, -4.06710, 0.40055)
H (-6.30534, -3.27980, -0.25517)
H (-4.66421, -3.93863, -2.08037)
H (-4.97041, -2.20727, -2.02652)
H (-2.54813, -2.50087, -2.22411)
H (-2.51738, -3.64132, -0.89386)
H (-6.68546, -0.92626, 1.15570)
H (-6.65635, -2.52950, 1.87923)
H (-6.32255, -0.68921, 3.59932)
H (-4.97515, -1.81063, 3.52970)
H (-5.10250, 0.99483, 2.31821)
H (-3.99837, 0.42281, 3.55663)
H (-2.16828, 1.28400, 2.19178)
H (4.69076, 2.21988, -0.34733)
H (3.62961, -3.51019, -0.71550)
H (4.32215, -3.41756, 0.89066)
C (-5.99739, 5.33927, -0.05193)
C (-4.73739, 4.76838, -0.60019)
C (-3.50548, 5.17066, -0.08758)
C (-2.32918, 4.67305, -0.60242)
C (-2.34723, 3.73946, -1.65153)
S (-0.92663, 3.11268, -2.26539)
C (-3.59149, 3.34125, -2.16730)
C (-4.76164, 3.84515, -1.64460)
H (-6.87225, 4.93410, -0.56416)
H (-6.09105, 5.11211, 1.01117)
H (-6.00908, 6.42465, -0.16988)
H (-3.48228, 5.87704, 0.72623)
H (-1.37855, 4.99929, -0.21216)
H (-3.61486, 2.63895, -2.98478)
H (-5.71093, 3.52106, -2.03882)


No. 2
C23H19N5O2SY | the ωB97M-V functional and the def2-TZVPD basis

LUMO ... -0.11959 Eh
HOMO energy ... -10.6 eV
Multiplicity ... 1
Orbital gap ... 7.33 eV
Net charge ... +1
Maximum force ... 0.3 eV/A
Energy above the lowest of the compared OMol25 structures with the same formula, charge and spin ... 13.55 kJ/mol

Element x y z (Å)
Y (-0.22935, 0.37700, 0.32726)
O (0.40537, 1.89619, -0.93112)
C (1.50097, 2.50776, -1.37131)
C (1.40462, 3.50393, -2.34443)
C (2.53596, 4.14766, -2.80408)
C (3.79893, 3.82383, -2.30828)
C (3.90646, 2.84876, -1.34366)
C (2.77598, 2.16995, -0.86226)
C (2.98293, 1.20230, 0.19150)
N (2.07871, 0.44636, 0.70686)
N (2.49355, -0.34089, 1.79038)
C (1.48488, -0.60619, 2.55878)
O (0.26162, -0.15632, 2.34922)
C (1.69210, -1.48254, 3.73635)
C (2.81217, -2.30692, 3.82204)
C (2.98106, -3.13508, 4.91950)
C (2.04066, -3.13926, 5.94212)
C (0.92931, -2.31121, 5.86509)
C (0.75213, -1.48872, 4.76260)
H (0.42330, 3.76016, -2.72075)
H (2.43603, 4.91942, -3.55635)
H (4.67829, 4.33763, -2.66947)
H (4.87818, 2.59423, -0.93697)
H (3.98834, 1.13255, 0.60716)
H (3.54256, -2.28586, 3.02489)
H (3.85158, -3.77450, 4.98205)
H (2.17951, -3.78028, 6.80283)
H (0.20745, -2.29842, 6.67176)
H (-0.10499, -0.83240, 4.69388)
C (-4.10764, -0.47342, 3.15368)
N (-3.09913, -1.43610, 2.72943)
C (-2.58753, -2.45920, 3.50431)
C (-1.67998, -3.11149, 2.76076)
N (-1.64865, -2.48395, 1.52040)
C (-2.52608, -1.43899, 1.51610)
S (-2.90241, -0.34539, 0.25510)
C (-0.81323, -2.93244, 0.46075)
C (-0.77214, -4.28120, 0.16389)
C (0.10644, -4.70692, -0.81953)
C (0.89826, -3.77684, -1.47239)
C (0.77491, -2.44763, -1.11903)
N (-0.06500, -2.02725, -0.16456)
H (-4.36867, -0.68794, 4.18558)
H (-4.99029, -0.55673, 2.52393)
H (-3.70846, 0.53533, 3.07534)
H (-2.90034, -2.61333, 4.52112)
H (-1.01918, -3.92377, 3.00351)
H (-1.41938, -4.97397, 0.68223)
H (0.16371, -5.75610, -1.07528)
H (1.59697, -4.07053, -2.24163)
H (1.37592, -1.68439, -1.59967)


No. 3
C7H11N | the ωB97M-V functional and the def2-TZVPD basis

LUMO ... 0.02961 Eh
HOMO energy ... -9.1 eV
Multiplicity ... 1
Orbital gap ... 9.88 eV
Net charge ... 0
Maximum force ... 6.1 eV/A
Energy above the lowest of the compared OMol25 structures with the same formula, charge and spin ... 435.85 kJ/mol

Element x y z (Å)
C (1.10771, 1.28391, -0.24813)
C (1.88278, 0.15942, 0.17694)
C (3.17114, -0.11066, 0.14424)
C (0.04692, -1.06516, 0.44115)
C (-0.83430, 0.05099, -0.09382)
C (-1.52395, -0.45104, -1.36669)
C (-1.85341, 0.45926, 0.96279)
N (-0.13043, 1.28076, -0.38975)
H (1.55279, 2.25941, -0.52521)
H (3.42252, -1.06401, 0.36471)
H (4.00111, 0.55445, 0.17110)
H (0.30161, -1.97662, 0.00491)
H (0.27411, -1.20660, 1.56341)
H (-1.77487, 0.30784, -2.08624)
H (-2.43809, -0.80351, -1.00421)
H (-1.05080, -1.25515, -1.88727)
H (-2.69929, 0.97199, 0.61674)
H (-1.28077, 1.05959, 1.57405)
H (-2.17479, -0.45485, 1.58126)


No. 4
C7H10 | the ωB97M-V functional and the def2-TZVPD basis

LUMO ... 0.04136 Eh
HOMO energy ... -9.2 eV
Multiplicity ... 1
Orbital gap ... 10.31 eV
Net charge ... 0
Maximum force ... 0.5 eV/A
Energy above the lowest of the compared OMol25 structures with the same formula, charge and spin ... 253.83 kJ/mol
SMILES ... C#CC1(CC)CC1

Element x y z (Å)
C (-0.79140, 1.71286, -1.23047)
C (0.26319, 1.14880, -0.26721)
C (0.11601, -0.30256, 0.20653)
C (0.98543, -1.32334, -0.50191)
C (1.29631, -0.95559, 0.91065)
C (-1.09706, -0.76116, 0.86393)
C (-1.92321, -1.24753, 1.59722)
H (-0.97516, 1.06473, -2.09469)
H (-0.44150, 2.67804, -1.62051)
H (-1.74937, 1.89532, -0.73269)
H (1.23802, 1.20881, -0.76853)
H (0.32539, 1.81030, 0.60416)
H (0.59597, -2.31220, -0.71900)
H (1.64809, -0.91550, -1.25994)
H (2.14641, -0.33279, 1.16355)
H (1.03494, -1.69427, 1.66367)
H (-2.65607, -1.68529, 2.23828)


No. 5
C7H6N2OS | the ωB97M-V functional and the def2-TZVPD basis

LUMO ... -0.01814 Eh
HOMO energy ... -8.3 eV
Multiplicity ... 1
Orbital gap ... 7.76 eV
Net charge ... 0
Maximum force ... 2.1 eV/A
Energy above the lowest of the compared OMol25 structures with the same formula, charge and spin ... 498.83 kJ/mol

Element x y z (Å)
C (1.17203, 0.55120, -1.67696)
C (0.80857, -0.50085, -2.57181)
C (-0.24549, 1.45422, 0.31635)
C (0.07310, -0.18960, 2.12554)
C (0.46381, 0.89051, -0.61880)
C (0.44841, -1.75180, 0.17556)
C (-1.28678, 0.39157, 2.29391)
N (-0.22078, 1.15170, 1.68693)
N (0.27744, -1.14221, 1.15396)
O (-0.64876, -2.46295, -3.31764)
S (-0.55905, -1.40077, -2.31435)
H (2.12070, 1.04840, -1.85085)
H (1.45087, -0.74822, -3.40078)
H (-0.92099, 2.26914, 0.07604)
H (0.74179, -0.28839, 2.97565)
H (-2.08627, 0.00777, 1.66818)
H (-1.58860, 0.72027, 3.27908)


No. 6
C28H51N5O4S | the ωB97M-V functional and the def2-TZVPD basis

LUMO (alpha / beta) ... 0.01815 / -0.00681 Eh
⟨S²⟩ ... 2.0084
HOMO energy (alpha / beta) ... -8.7 / -9.1 eV
Multiplicity ... 3
Orbital gap (alpha / beta) ... 9.19 / 8.92 eV
Net charge ... 0
Maximum force ... 3.4 eV/A

Element x y z (Å)
O (2.14901, 4.17958, 1.28462)
C (1.41747, 3.21717, 1.39456)
C (1.10975, 2.15432, 0.26589)
C (1.12317, 0.86716, 1.16056)
C (0.79503, -0.53520, 0.53027)
C (0.00729, -0.45598, -0.83951)
C (-0.34319, -1.93684, -1.26334)
C (-0.14534, -2.25618, -2.78413)
S (1.45207, -1.69780, -3.51619)
C (2.73107, -1.60422, -2.25917)
N (3.50497, -0.52107, -2.25792)
N (4.38621, -0.62244, -1.22408)
C (4.10284, -1.78016, -0.64277)
O (3.08528, -2.47859, -1.24843)
C (0.16631, 1.38256, 2.30043)
N (0.67477, 2.75084, 2.53867)
H (1.88292, 2.15356, -0.53126)
H (0.04189, 2.31074, -0.02448)
H (2.19046, 0.75951, 1.49781)
H (0.11159, -1.07359, 1.24581)
H (1.72424, -1.14377, 0.46260)
H (-0.94442, 0.09213, -0.60001)
H (0.54200, 0.13475, -1.61713)
H (-1.43666, -2.08351, -1.04434)
H (0.17735, -2.65589, -0.58778)
H (-0.99177, -1.89334, -3.41949)
H (-0.16946, -3.37522, -2.88193)
H (4.67907, -2.09373, 0.24600)
H (-0.82649, 1.47270, 1.76743)
H (0.03130, 0.72598, 3.19090)
H (-0.00020, 3.40864, 2.92246)
C (-3.60320, 8.73117, -0.75946)
C (-3.64524, 7.19024, -0.84957)
C (-4.11848, 6.63818, 0.50052)
C (-3.08072, 6.83059, 1.60374)
C (-1.72526, 6.25225, 1.19419)
C (-1.24184, 6.62793, -0.21911)
N (-2.32107, 6.62513, -1.24986)
O (-2.52062, 5.37051, -1.61838)
C (-0.55993, 8.01515, -0.21919)
C (-0.08283, 5.67304, -0.56702)
C (-4.71121, 6.93000, -1.92930)
H (-4.61514, 9.13863, -0.69748)
H (-3.09472, 9.11220, 0.12314)
H (-3.13364, 9.17113, -1.64220)
H (-4.35297, 5.57148, 0.41316)
H (-5.05161, 7.12685, 0.79657)
H (-2.96927, 7.88969, 1.85038)
H (-3.42432, 6.33726, 2.51565)
H (-0.97626, 6.54945, 1.93246)
H (-1.80454, 5.16093, 1.26818)
H (-0.24440, 8.28360, -1.23017)
H (0.33469, 8.00674, 0.40653)
H (-1.18318, 8.81862, 0.16544)
H (-0.36470, 4.62363, -0.47571)
H (0.76276, 5.82082, 0.10600)
H (0.27517, 5.84232, -1.58565)
H (-4.40127, 7.35602, -2.88584)
H (-5.65856, 7.39427, -1.65059)
H (-4.91749, 5.86924, -2.07554)
C (3.05883, -5.91345, -0.33285)
C (1.86654, -5.71269, 0.62803)
C (2.19807, -6.39523, 1.96017)
C (2.21745, -7.91714, 1.84481)
C (0.91259, -8.44192, 1.24337)
C (0.41753, -7.70542, -0.01623)
N (0.59222, -6.22486, 0.03981)
O (-0.40315, -5.72953, 0.75715)
C (1.12403, -8.24090, -1.28294)
C (-1.05143, -8.12345, -0.23503)
C (1.81793, -4.18671, 0.81377)
H (3.92273, -5.33431, 0.00257)
H (3.41629, -6.93886, -0.39083)
H (2.81974, -5.57594, -1.34415)
H (1.47103, -6.10474, 2.72657)
H (3.17074, -6.05041, 2.32383)
H (3.06278, -8.24904, 1.23621)
H (2.36133, -8.35452, 2.83488)
H (1.02588, -9.50719, 1.02834)
H (0.14709, -8.37250, 2.02396)
H (0.78608, -7.69451, -2.16688)
H (0.88517, -9.29402, -1.44385)
H (2.20889, -8.18567, -1.24539)
H (-1.67059, -7.93934, 0.64343)
H (-1.11661, -9.19410, -0.44113)
H (-1.49359, -7.59664, -1.08420)
H (1.62440, -3.69439, -0.13232)
H (2.77125, -3.81284, 1.19197)
H (1.05810, -3.86883, 1.53003)


No. 7
C21H34N4O4S | the ωB97M-V functional and the def2-TZVPD basis

LUMO ... 0.01904 Eh
HOMO energy ... -8.0 eV
Multiplicity ... 1
Orbital gap ... 8.57 eV
Net charge ... 0
Maximum force ... 1.2 eV/A
Energy above the lowest of the compared OMol25 structures with the same formula, charge and spin ... 73.65 kJ/mol
SMILES ... CN(CCNC(=O)C1CCN(S(=O)(=O)N2CCOCC2)CC1)CCc1ccccc1

Element x y z (Å)
C (0.83568, 4.77346, -0.38727)
N (0.77484, 3.39734, -0.82649)
C (2.04063, 2.70088, -0.78099)
H (2.75882, 3.26813, -1.38024)
H (1.89272, 1.73099, -1.26464)
C (2.63120, 2.45952, 0.62879)
C (3.71634, 1.43069, 0.55407)
C (3.37996, 0.08072, 0.54337)
C (4.35912, -0.88944, 0.43014)
C (5.69069, -0.52044, 0.32615)
C (6.03498, 0.82004, 0.33491)
C (5.05305, 1.78945, 0.44515)
H (5.32770, 2.83516, 0.45160)
H (7.07242, 1.11212, 0.25556)
H (6.45717, -1.27681, 0.24041)
H (4.08863, -1.93603, 0.42321)
H (2.33805, -0.19570, 0.62956)
H (3.01601, 3.39707, 1.03357)
H (1.83315, 2.09409, 1.27759)
C (-0.31871, 2.66312, -0.22078)
H (-0.46834, 2.93035, 0.83785)
C (-1.63182, 2.88960, -0.98898)
N (-2.54383, 1.78860, -0.76854)
C (-3.57931, 1.88240, 0.08077)
O (-3.90625, 2.92347, 0.62098)
C (-4.37775, 0.60410, 0.38278)
C (-3.95419, 0.13201, 1.78208)
C (-2.53974, -0.44179, 1.77371)
N (-2.34333, -1.38300, 0.67690)
S (-0.97658, -1.26812, -0.23461)
O (-1.24218, -0.71362, -1.53379)
O (0.02892, -0.62476, 0.55773)
N (-0.69026, -2.89111, -0.46439)
C (-0.24340, -3.58621, 0.72983)
H (-0.50884, -4.64175, 0.61432)
C (1.26883, -3.44093, 0.92858)
H (1.49832, -2.39611, 1.17438)
O (1.97515, -3.83537, -0.22872)
C (1.59301, -3.06936, -1.35046)
H (1.81180, -2.00573, -1.17582)
C (0.09887, -3.23408, -1.63641)
H (-0.12378, -4.27477, -1.89195)
H (-0.21824, -2.57659, -2.44452)
H (2.19320, -3.43429, -2.18547)
H (1.61683, -4.09307, 1.73146)
H (-0.78497, -3.16024, 1.57355)
C (-3.52643, -1.75452, -0.06728)
C (-4.28905, -0.54875, -0.63328)
H (-3.80934, -0.21749, -1.55346)
H (-5.29447, -0.88224, -0.89655)
H (-4.16930, -2.33767, 0.59851)
H (-3.18543, -2.40479, -0.87324)
H (-2.34259, -0.96462, 2.71850)
H (-1.80062, 0.35574, 1.67292)
H (-3.98920, 0.97813, 2.46932)
H (-4.65675, -0.62323, 2.13880)
H (-5.41545, 0.94551, 0.45749)
H (-2.21526, 0.89378, -1.10648)
H (-1.40618, 2.95652, -2.05595)
H (-2.13638, 3.80011, -0.66155)
H (-0.08680, 1.59654, -0.26906)
H (-0.09825, 5.26780, -0.65010)
H (1.65094, 5.27736, -0.90428)
H (0.98686, 4.87710, 0.69765)


No. 8
C5H8O2 | the ωB97M-V functional and the def2-TZVPD basis

LUMO ... 0.03594 Eh
HOMO energy ... -8.9 eV
Multiplicity ... 1
Orbital gap ... 9.87 eV
Net charge ... 0
Maximum force ... 1.0 eV/A
Energy above the lowest of the compared OMol25 structures with the same formula, charge and spin ... 117.50 kJ/mol
SMILES ... C[C@@H]1OC=CCO1

Element x y z (Å)
C (-0.09992, 1.48750, 0.94465)
C (-0.96101, 0.27432, 0.61351)
C (0.00809, -0.18509, -1.50291)
C (0.81316, -1.22792, -0.78594)
C (0.55554, -1.51307, 0.47885)
H (0.93590, 1.35929, 0.64297)
H (-0.52327, 2.38373, 0.46365)
H (-0.13633, 1.61085, 2.03943)
H (-1.95891, 0.37492, 1.04158)
H (-0.29886, -0.50047, -2.51865)
H (0.54891, 0.76086, -1.64022)
H (1.64813, -1.73225, -1.29499)
H (1.07456, -2.27912, 1.05018)
O (-1.19939, 0.07908, -0.76115)
O (-0.40659, -0.89263, 1.22904)


No. 9
C2H2F2S2 | the ωB97M-V functional and the def2-TZVPD basis

LUMO (alpha / beta) ... 0.00975 / -0.12966 Eh
⟨S²⟩ ... 2.0148
HOMO energy (alpha / beta) ... -8.2 / -9.3 eV
Multiplicity ... 3
Orbital gap (alpha / beta) ... 8.51 / 5.81 eV
Net charge ... 0
Maximum force ... 1.5 eV/A
Energy above the lowest of the compared OMol25 structures with the same formula, charge and spin ... 210.72 kJ/mol

Element x y z (Å)
C (0.57589, -0.54082, 0.07320)
C (-0.71922, -0.39854, -0.15198)
F (1.21294, -1.73278, -0.06874)
F (-0.56140, 2.05685, -0.11940)
S (1.77007, 0.72596, 0.23201)
S (-2.29957, -0.44988, 0.17338)
H (2.88738, 0.06924, 0.64876)
H (-2.86609, 0.26997, -0.78722)